1.
16
Properties=species:S:1:pos:R:3:forces:R:3 method="wB97M-V/def2-TZVPD" homo_lumo_gap_ev=10.2823 e_above_lowest_kcal_mol=24.4 smiles=CC1(C)C[C@H]1O fmax_ha_per_bohr=0.0065 energy_ha=-271.7138
C -0.916897 -0.225842 -1.233555 -0.0007 0.0309 -0.0264
C 0.171935 -0.019025 -0.198223 -0.0293 -0.0356 -0.0345
C 1.509183 -0.701584 -0.429489 -0.0087 -0.0351 0.0338
C 0.273886 1.303758 0.528052 0.0550 0.2013 -0.0038
C -0.321543 0.124482 1.222029 0.3249 -0.0140 0.0815
O -1.696735 0.246306 1.458485 -0.1340 -0.2723 0.0833
H -1.351969 -1.229678 -1.135354 0.1094 0.1043 -0.0674
H -1.727317 0.492042 -1.083629 0.1135 -0.1125 -0.0622
H -0.549877 -0.123861 -2.260193 0.0604 0.0384 0.1597
H 2.215426 -0.431297 0.365216 -0.1417 -0.1130 -0.0971
H 1.952980 -0.359070 -1.373608 -0.1213 -0.0660 0.1293
H 1.447223 -1.795600 -0.462053 -0.1202 0.1283 -0.0220
H 1.264209 1.631006 0.833807 -0.1700 -0.0131 -0.0836
H -0.417045 2.100653 0.270719 0.0378 -0.1257 0.0279
H 0.234597 -0.376419 2.016494 -0.0290 0.1649 -0.0994
H -2.088063 -0.635875 1.481296 0.0539 0.1192 -0.0192

=====

2.
25
Properties=species:S:1:pos:R:3:forces:R:3 method="wB97M-V/def2-TZVPD" homo_lumo_gap_ev=6.6314 e_above_lowest_kcal_mol=57.4 fmax_ha_per_bohr=0.0583 energy_ha=-737.9664
O 2.806995 0.807324 2.294266 -0.6543 -0.2438 0.1818
C 3.720480 0.453308 1.276493 -0.0065 -0.0075 -0.1514
C 3.053185 -0.430422 0.228642 -0.2145 0.5527 -0.4525
O 2.789084 -1.717206 0.945047 -0.3215 -0.9365 0.5326
C 2.031207 -2.659779 0.221476 0.3125 0.2117 -0.2096
C 0.766489 -2.997284 0.980327 0.1745 -0.6187 0.0092
O 0.091961 -1.762565 1.250291 -0.1538 0.4058 0.0238
C -1.272771 -1.893926 1.624253 -0.2100 -0.2081 -0.0418
Mg 1.344016 -0.182644 1.549481 1.6025 0.5982 -0.6195
H 4.602624 -0.055727 1.726009 -0.2580 0.0880 -0.0832
H 4.103349 1.343918 0.736109 -0.1403 -0.2123 0.1482
H 3.737780 -0.641334 -0.608727 -0.2703 0.0390 0.1459
H 2.612730 -3.578105 0.051142 -0.1272 0.1595 0.0170
H 1.753458 -2.228440 -0.753154 0.0479 -0.1144 0.1304
H 0.970755 -3.507226 1.933929 0.0039 0.1658 -0.1602
H 0.123792 -3.648869 0.370734 0.0210 0.2113 0.1097
H -1.676146 -0.881892 1.734812 0.0325 -0.2795 0.1934
H -1.832699 -2.400052 0.826463 0.1381 0.0665 0.1662
H -1.336714 -2.482469 2.550254 -0.1865 0.2809 -0.1449
O -0.155317 1.448341 -0.855412 2.1402 -2.0985 -0.1292
H 0.503708 0.663882 -1.053664 -1.6621 2.1977 0.5479
C -1.457876 1.125823 -1.265080 -0.5932 -0.3449 -0.4233
H -1.468478 0.546467 -2.205632 -0.0402 0.2222 0.2878
H -2.010657 0.546302 -0.503901 0.1282 0.0938 -0.1496
H -2.014553 2.058217 -1.435699 0.2372 -0.2288 0.0713

=====

3.
150
Properties=species:S:1:pos:R:3:forces:R:3 method="wB97M-V/def2-TZVPD" homo_lumo_gap_ev=9.4311 e_above_lowest_kcal_mol=14.8 fmax_ha_per_bohr=0.0656 energy_ha=-2857.4186
C 5.291295 -1.176203 -6.151353 0.7052 -0.0948 -0.0829
C 4.381568 -0.217099 -6.891068 -0.2316 0.6448 -0.5360
C 3.060950 -0.235891 -6.136465 0.4818 -0.9037 0.8327
O 3.153249 -1.424540 -5.253530 0.4082 1.2083 -0.5635
C 4.547944 -1.510879 -4.869465 -0.0041 -0.5879 -0.5506
H 6.296298 -0.795783 -5.968729 -0.0882 0.2497 0.1128
H 5.448584 -2.046703 -6.788205 -0.1818 -0.2886 0.3123
H 4.196571 -0.545433 -7.913847 0.2205 0.0347 -0.0228
H 4.778434 0.797184 -6.933782 0.0234 -0.0043 -0.0275
H 2.222541 -0.300737 -6.829982 -0.1179 -0.3728 0.5146
H 2.959119 0.642132 -5.498658 -0.1274 -0.0253 0.0592
H 4.805407 -2.523374 -4.558548 -0.5193 -0.1038 0.1145
H 4.779945 -0.875951 -4.014399 -0.1421 0.3739 -0.1176
C -0.469622 -4.747056 -1.521022 0.8263 -0.9618 -0.8077
C -1.829863 -4.196856 -1.623725 -2.0542 0.2290 -1.0410
C -2.365295 -4.232242 -0.217956 -0.2093 0.2541 0.6242
O -1.260960 -4.535938 0.621254 0.4876 -0.0619 0.8078
C -0.052299 -4.453999 -0.103284 0.3325 0.2316 -0.8451
H 0.148531 -4.353460 -2.327912 0.4456 -0.1326 0.3159
H -0.529533 -5.831107 -1.617764 0.1745 -0.1206 -0.2109
H -2.488817 -4.800881 -2.247441 0.1116 -0.1421 -0.2133
H -1.888479 -3.214116 -2.091593 0.2184 0.2965 0.3088
H -3.108744 -5.010231 -0.044435 -0.0651 -0.0459 -0.1388
H -2.820686 -3.280216 0.054726 0.0090 0.1458 0.1817
H 0.692127 -5.190650 0.198858 -0.2312 0.0618 0.5758
H 0.409714 -3.467112 -0.076654 0.0045 0.3252 0.4732
C 0.729835 -3.852122 -4.936496 -0.4229 0.0194 0.0462
O 2.008009 -3.576232 -4.394961 -0.7262 -1.3101 0.5011
H -0.116186 -3.505621 -4.342968 0.1419 0.7639 0.4010
H 0.600861 -3.432568 -5.934206 0.1516 -0.1727 -0.1551
H 0.507101 -4.919086 -4.927626 0.6614 -0.2212 -0.3883
H 2.387965 -2.758093 -4.723409 -0.1577 0.6623 -0.4463
C 3.819780 -6.365044 -3.536976 0.5091 1.0279 0.2040
O 3.395508 -5.266254 -2.747544 -0.3715 -0.3953 1.1488
H 4.623625 -5.908352 -4.114355 0.3413 -0.9611 -0.5963
H 4.187645 -7.138263 -2.862522 0.0806 0.0501 -0.1351
H 3.049761 -6.787216 -4.182687 -0.1262 0.0942 -0.0144
H 2.903128 -4.649346 -3.293975 -0.3472 0.2908 -0.4754
C -1.663987 -1.995797 6.041656 -0.0555 0.7141 -0.2441
O -2.112431 -1.636873 4.753382 0.4074 -1.0748 -0.6303
H -0.898807 -1.286555 6.357219 0.0211 0.1815 0.4663
H -2.523609 -1.983739 6.711733 0.2036 -0.2117 0.4833
H -1.162864 -2.963739 6.049566 -0.3846 -0.1216 -0.3120
H -2.585623 -0.801746 4.768870 -0.0700 0.3517 0.1436
C -3.418585 -0.286271 -2.117394 -1.5823 -0.4866 1.5325
O -4.376526 -0.962086 -1.204593 0.8425 0.0549 -1.7914
H -3.154764 0.684421 -1.697573 0.2450 -0.0683 -0.0542
H -2.537225 -0.904589 -2.287666 0.0327 0.0692 0.0541
H -3.943135 -0.106894 -3.055884 0.0513 -0.1496 0.0302
H -4.238110 -0.699048 -0.291767 0.3634 0.6065 0.0258
C 2.486200 1.944594 -0.575998 0.1142 0.0027 1.4269
O 1.740337 2.389778 0.597887 1.1201 0.9610 -1.5284
H 3.236864 2.673032 -0.882571 -0.2266 0.5012 0.4624
H 3.060986 1.071431 -0.267293 -0.1641 -0.2985 -0.4263
H 1.904030 1.759675 -1.478753 -0.4759 -0.2453 0.1877
H 1.081232 1.739824 0.852335 -0.1882 -0.7607 -0.2461
C 3.554616 -1.130920 1.933965 -0.5161 0.0344 -0.3409
O 2.165798 -1.407297 2.053838 0.3968 -0.1276 0.6485
H 3.966696 -1.734683 1.125408 0.3814 -0.1395 0.0374
H 3.679063 -0.084194 1.656478 0.3277 0.2266 0.1657
H 4.070355 -1.345160 2.870024 -0.1212 0.0004 -0.0409
H 1.840637 -1.292384 1.157913 -0.4007 0.0025 -0.2998
C -5.364050 2.980850 2.776310 -0.0230 1.2048 0.0313
O -4.032646 2.480521 2.570898 -1.3958 -0.5215 1.0872
H -6.007276 2.409016 3.445157 0.5992 -0.6304 -0.0247
H -5.267667 3.961649 3.242002 -0.1014 0.1426 0.0208
H -5.914890 3.121912 1.846373 0.1679 -0.2142 -0.2024
H -3.517123 3.188271 2.177282 0.6871 0.3808 -0.4872
C 6.501334 -3.407485 -2.212896 0.0085 -1.0190 -0.3550
O 5.292206 -2.826166 -1.842331 -0.6249 1.2801 -0.0345
H 6.878572 -3.993426 -1.374759 0.6553 0.2259 -0.0126
H 6.404476 -4.103396 -3.046213 -0.3236 -0.3010 -0.1767
H 7.184691 -2.659412 -2.614773 0.0520 0.2483 0.6650
H 4.586616 -3.467371 -1.730053 0.1249 -0.5746 -0.1624
C -4.769905 -0.728757 2.085635 0.1305 -1.7209 1.3521
O -4.169913 0.218861 1.316262 0.2722 0.9818 -2.1130
H -3.942577 -1.206595 2.610327 -0.4376 -0.5517 0.7806
H -5.494457 -0.293416 2.773826 -0.1092 -0.1359 0.2205
H -5.263954 -1.507759 1.504984 -0.1178 0.1684 -0.2803
H -4.067085 1.000686 1.863781 0.2585 0.7475 -0.1347
C -3.845536 1.137038 6.085004 -0.3035 0.1311 -0.6212
O -3.255915 0.836484 4.823108 0.4264 -0.0877 0.4762
H -3.657210 2.189446 6.297330 -0.1703 0.0042 0.3953
H -4.910510 0.945180 5.954195 -0.2134 0.1219 0.6322
H -3.436847 0.509708 6.877177 0.0796 -0.0097 -0.2066
H -3.563911 1.526304 4.230756 0.1390 0.1243 -0.6806
C -0.360715 3.866046 8.902285 -0.2742 0.2966 -0.8487
O 0.240782 3.290495 7.747157 2.2603 2.0391 1.4548
C -0.394075 2.202485 7.262950 -0.5713 -1.1881 -1.2084
C 0.231757 1.694166 5.910571 0.2514 1.0340 2.4430
O 1.650879 1.438725 6.084535 -2.1273 -0.1198 -1.0220
C 2.113449 0.759478 4.913423 1.3099 0.0267 0.7371
H -0.638170 3.140804 9.667230 0.0216 -0.2462 -0.0604
H -1.238926 4.408653 8.552406 -0.5471 -0.0998 0.2021
H 0.256730 4.639431 9.359162 0.5061 -0.3393 -0.2661
H -1.415980 2.546303 7.102944 -0.6859 -0.6075 -0.5861
H -0.432717 1.411696 8.012128 0.1084 -0.4590 0.0753
H 0.082061 2.508934 5.202168 0.1158 -0.0672 -0.3959
H -0.366589 0.823326 5.642783 0.2774 -0.2507 -0.3503
H 1.721802 1.118309 3.961604 -0.3261 0.0802 0.1329
H 2.001866 -0.320052 5.014715 -0.4166 -0.0792 -0.1862
H 3.187145 0.947338 4.911419 0.1011 -0.0330 -0.2010
C 2.047845 -1.431795 -1.882328 -0.5658 0.2422 1.6775
O 1.449045 -1.000030 -0.614058 -0.1725 0.0658 -0.1893
C 0.064007 -0.650325 -0.813128 -0.0222 0.2110 -0.3382
C -0.815973 -0.457393 0.448736 1.6336 0.0834 -0.2279
O -0.202680 0.598779 1.207642 -0.5484 -0.2990 0.5729
C -0.832520 0.839464 2.481561 0.0581 -0.0329 -0.4571
H 3.126459 -1.501240 -1.741344 -0.0897 -0.1383 0.1938
H 1.874037 -0.692617 -2.664314 -0.2984 -0.0718 -0.1418
H 1.601041 -2.407360 -2.074000 0.2044 0.0222 -0.6212
H -0.354043 -1.446045 -1.429700 -0.4661 -0.0747 -0.0628
H 0.081822 0.263977 -1.406284 -0.3523 0.2191 -0.0978
H -0.859308 -1.417859 0.962280 0.2463 0.0060 0.6416
H -1.853165 -0.188232 0.249063 0.0099 0.0572 -0.5698
H -1.882602 1.093677 2.337370 -0.1631 -0.3666 -0.0202
H -0.401517 1.721060 2.956038 0.4369 -0.0377 -0.2692
H -0.694791 -0.012388 3.147516 -0.1890 -0.1014 -0.0371
C -2.429007 6.998459 3.011613 -1.0434 -1.3236 0.4371
O -2.635084 5.617585 3.461937 0.6157 0.6085 -0.3240
C -1.497672 4.778131 3.266102 0.3419 0.5004 -1.2834
C -1.139449 4.544799 1.746890 -0.0851 0.1649 2.0268
O -2.188020 3.832250 1.149537 -0.2839 0.1085 0.5705
C -1.877912 3.282072 -0.087383 0.0153 -1.1871 -1.0464
H -3.333029 7.508259 3.344718 0.1013 0.0784 -0.0310
H -2.410470 7.036844 1.922454 0.2592 0.0902 0.0053
H -1.568863 7.487002 3.469415 0.2173 -0.2622 -0.0413
H -1.644237 3.821410 3.767402 -0.5260 -0.0532 -0.1318
H -0.632820 5.209360 3.770262 0.2826 0.2418 -0.1039
H -0.225801 3.950948 1.720742 0.2372 0.0366 -0.1371
H -0.974127 5.502907 1.254156 0.0874 0.0557 -0.1692
H -2.039909 3.981933 -0.907181 -0.0515 0.1041 -0.0300
H -2.473876 2.379625 -0.223445 -0.6528 0.2357 -0.0892
H -0.886526 2.838386 -0.179019 0.5384 0.5523 0.4080
C -1.396518 2.636010 -3.788417 -1.2638 -0.8954 0.0264
O -1.280551 1.247854 -3.480843 -0.4765 0.4439 -0.1471
C -0.402862 0.609973 -4.338019 0.2915 -0.4936 -0.8979
C -0.709978 0.593019 -5.862051 -0.2621 0.1404 0.1948
O -0.498556 1.828823 -6.577285 -0.8669 -1.3318 0.4925
C 0.827540 2.128303 -6.835245 0.6005 0.6580 -0.1990
H -2.097451 2.974370 -3.025340 0.5453 0.6418 0.1227
H -1.924335 2.747128 -4.735603 0.1867 0.1571 -0.1942
H -0.421993 3.119133 -3.859118 -0.0009 0.2259 0.3646
H -0.352681 -0.436888 -4.038560 -0.0685 -0.1259 0.1223
H 0.578965 1.035878 -4.131335 0.5511 0.0065 -0.4149
H -1.709368 0.243694 -6.121489 -0.5756 0.7066 0.6156
H -0.207673 -0.286566 -6.264699 1.1556 0.2924 -0.3490
H 1.423891 2.120302 -5.922887 0.1843 0.0474 0.0302
H 0.856991 3.129437 -7.265313 -0.0446 0.0966 0.1531
H 1.291839 1.484167 -7.581982 -0.0486 -0.3674 -0.0395